# 1
Computed, not measured: one molecule with the formula C3H7N3, with the ωB97M-V functional and the def2-TZVPD basis.

Values from the calculation:
E_tot (Eh): -282.7362
Energy above the lowest of the compared OMol25 structures with the same formula, charge and spin (kJ/mol): 99.9
SMILES string: N[C@H]1C=NNC1
HOMO (eV): -8.8

The geometry in XYZ format:
```
13
Properties=species:S:1:pos:R:3:forces:R:3
N 0.2929 0.4863 -1.6769 -0.05 0.21 0.00
C -0.1606 -0.4218 -0.6266 0.07 0.02 0.20
C 1.0551 -0.9504 0.1187 -0.10 0.24 0.25
N 1.2361 -0.3849 1.2529 -0.12 -0.30 -0.54
N 0.2194 0.5420 1.4515 -0.11 0.23 0.47
C -0.8953 0.2185 0.5633 -0.08 -0.01 -0.08
H -0.5034 0.8632 -2.1783 0.02 -0.03 -0.05
H 0.7860 1.2830 -1.2742 -0.05 -0.25 -0.02
H -0.7679 -1.2053 -1.0829 0.14 0.01 -0.03
H 1.7828 -1.6385 -0.2892 -0.02 0.02 0.07
H -0.0054 0.6089 2.4397 0.11 -0.01 -0.30
H -1.5741 -0.5098 1.0268 0.04 0.01 -0.05
H -1.4656 1.1089 0.2750 0.15 -0.14 0.08
```
Positions in Å, forces in eV/Å.



# 2
Computed, not measured: one molecule with the formula C3H7N3 in a non-equilibrium geometry, with the ωB97M-V functional and the def2-TZVPD basis.

Values from the calculation:
E_tot (Eh): -282.7523
Energy above the lowest of the compared OMol25 structures with the same formula, charge and spin (kJ/mol): 57.6
SMILES string: [H]/N=C(N)/C=C\N
HOMO (eV): -8.3

The geometry in XYZ format:
```
13
Properties=species:S:1:pos:R:3:forces:R:3
H -2.7900 0.3262 -0.0607 0.60 -1.83 -0.30
N -2.1771 -0.5527 -0.1511 0.57 2.21 0.28
C -0.9603 -0.0880 -0.0046 -2.79 -0.11 -0.49
N -0.7163 1.2735 0.0914 -0.89 0.54 -1.46
C 0.1448 -0.9997 0.0672 -1.10 0.45 -0.13
C 1.4255 -0.6743 0.0792 0.13 -0.35 0.03
N 2.0765 0.5137 -0.0790 1.09 1.30 -0.97
H -0.1473 1.5252 0.8396 1.16 0.66 1.33
H -1.5251 1.8939 -0.0419 0.61 -0.67 0.30
H -0.2449 -1.9936 0.0786 0.53 -0.70 0.39
H 2.0833 -1.4605 0.3260 0.89 -0.91 -0.07
H 1.6357 1.2694 -0.6272 0.04 -0.87 0.61
H 3.0470 0.3700 -0.3946 -0.84 0.26 0.46
```
Positions in Å, forces in eV/Å.



# 3
Computed, not measured: one molecule with the formula C3H7N3 in a non-equilibrium geometry, with the ωB97M-V functional and the def2-TZVPD basis.

Values from the calculation:
E_tot (Eh): -282.6278
Energy above the lowest of the compared OMol25 structures with the same formula, charge and spin (kJ/mol): 384.5
SMILES string: [H]/N=N\C(C)=N\C
HOMO (spin up / spin down) (eV): -9.0 / -9.0

The geometry in XYZ format:
```
13
Properties=species:S:1:pos:R:3:forces:R:3
H 1.1888 -1.8247 0.8536 -0.18 0.13 -0.10
N 0.7009 -2.2849 0.0750 0.75 0.26 -0.52
N 0.8039 -1.5350 -1.0323 -0.78 -0.65 0.47
C 0.1970 -0.4256 -0.6623 0.12 0.25 0.72
C 0.2079 0.8618 -1.4157 0.09 0.05 0.09
N -0.4674 -0.6864 0.4877 0.02 -0.03 -0.50
C -0.7437 0.3704 1.4426 -0.05 0.14 -0.15
H 0.8686 1.5840 -0.9280 -0.03 -0.02 -0.04
H 0.5750 0.6864 -2.4263 -0.01 -0.01 0.08
H -0.7910 1.2991 -1.4689 0.06 -0.05 0.02
H -1.2013 -0.0626 2.3320 0.02 0.01 -0.08
H -1.4736 1.0621 1.0023 0.02 -0.03 0.05
H 0.1348 0.9554 1.7405 -0.04 -0.06 -0.03
```
Positions in Å, forces in eV/Å.



# 4
Computed, not measured: one molecule with the formula C3H7N3 in a non-equilibrium geometry, with the ωB97M-V functional and the def2-TZVPD basis.

Values from the calculation:
E_tot (Eh): -282.6933
Energy above the lowest of the compared OMol25 structures with the same formula, charge and spin (kJ/mol): 212.6
SMILES string: N=C1[C@H](N)[C@H]1N
HOMO (eV): -8.9

The geometry in XYZ format:
```
13
Properties=species:S:1:pos:R:3:forces:R:3
N -1.9965 -0.3019 -1.2561 0.62 -0.05 0.32
C -1.0233 -0.0393 -0.5019 0.33 -0.32 -0.08
C 0.3233 -0.5482 -0.1798 0.12 0.18 -0.01
N 0.4847 -1.6345 0.7462 0.21 -0.11 -0.01
C -0.2310 0.7634 0.4127 -0.06 -0.01 0.17
N 0.3984 1.9527 -0.0797 0.05 0.25 0.23
H -1.5998 -1.1625 -1.6426 -1.10 -0.29 -0.73
H 1.0541 -0.3863 -0.9810 -0.05 -0.03 0.22
H 0.4848 -2.5385 0.2841 -0.06 0.15 0.04
H 1.3773 -1.5347 1.2182 -0.07 -0.16 0.04
H -0.4876 0.6409 1.4679 0.05 0.18 -0.07
H 1.3310 2.0081 0.3162 -0.07 0.19 -0.03
H -0.1154 2.7807 0.1957 0.03 0.03 -0.08
```
Positions in Å, forces in eV/Å.



# 5
Computed, not measured: one molecule with the formula C3H7N3 in a non-equilibrium geometry, with the ωB97M-V functional and the def2-TZVPD basis.

Values from the calculation:
E_tot (Eh): -282.6305
Energy above the lowest of the compared OMol25 structures with the same formula, charge and spin (kJ/mol): 377.3
SMILES string: [H]/N=C(/N)N1CC1
HOMO (eV): -8.3

The geometry in XYZ format:
```
13
Properties=species:S:1:pos:R:3:forces:R:3
H 0.4192 -2.2343 -0.0925 -2.26 1.38 1.70
N -0.3716 -1.8510 0.5918 1.18 3.44 -1.86
C -0.5232 -0.4694 0.4430 2.36 -4.61 -0.52
N -1.2429 0.1719 1.4290 -2.14 0.86 -0.81
N 0.0680 0.2349 -0.5396 -0.28 1.21 -3.39
C 1.3360 0.3358 -1.3865 -1.39 -2.13 0.64
C 0.7176 1.5056 -0.5716 1.40 -0.37 1.46
H -1.9421 1.0547 1.1739 2.35 -3.60 0.64
H -1.6245 -0.7504 1.7658 -0.76 1.81 0.81
H 2.1985 -0.3667 -0.9244 -1.82 2.14 -1.40
H 1.0809 0.2609 -2.5646 0.87 0.16 3.08
H 0.3433 2.4958 -1.1425 0.63 -2.48 1.73
H 1.1680 1.4167 0.5070 -0.17 2.18 -2.08
```
Positions in Å, forces in eV/Å.



# 6
Computed, not measured: a 2-piece molecular cluster, C3H7N3 overall in a non-equilibrium geometry, with the ωB97M-V functional and the def2-TZVPD basis.

Values from the calculation:
E_tot (Eh): -282.0435
Net charge: +2
Energy above the lowest of the compared OMol25 structures with the same formula, charge and spin (kJ/mol): 115.0
HOMO (eV): -20.3

The geometry in XYZ format:
```
13
Properties=species:S:1:pos:R:3:forces:R:3
C 0.7063 1.1346 0.0084 -1.45 0.82 0.08
C 2.7592 -0.3478 -0.0232 -0.75 2.49 -0.45
C -2.8748 0.1969 0.1425 0.30 1.47 3.10
N 1.6561 0.4730 -0.1075 2.93 -1.59 0.21
N -4.0381 -0.2052 -0.1336 -1.85 -1.95 -1.26
N 3.9766 0.0403 0.0084 -0.80 1.20 0.04
H -2.5412 0.7610 1.1102 -1.41 -0.86 -1.79
H 2.6145 -1.3792 -0.0381 -0.64 -1.69 0.07
H -2.0693 -0.0129 -0.4831 1.01 -0.54 -1.34
H -4.9037 -0.0608 0.4637 1.44 -0.04 -0.74
H -4.1880 -0.8815 -0.9948 0.25 1.97 2.02
H 4.5836 -0.7551 0.0393 1.33 0.01 0.07
H 4.3188 1.0367 0.0078 -0.37 -1.30 -0.01
```
Positions in Å, forces in eV/Å.



Question: The highest E_tot belongs to which entry?
Answer: number 6